The following is a DFT calculation (ωB97M-V with the def2-TZVPD basis set) of an isolated molecule of C11H7BBrN3O5 in a non-equilibrium geometry.

CARTESIAN COORDINATES (ANGSTROEM)
H -2.623 2.866 2.044
C -1.140 1.044 -1.576
C 0.849 0.362 -4.084
O -0.438 1.321 3.824
Br -0.134 1.424 -5.460
H -0.864 -1.090 -3.680
C -0.132 -0.183 -1.738
H 0.829 -1.744 -3.119
C 0.153 -0.812 -3.187
C 1.191 -0.890 1.945
H -2.162 2.619 -0.145
O 0.688 -5.100 2.714
O 1.630 -0.636 3.097
C 0.290 -0.061 0.910
N 0.365 -2.958 1.332
N 1.528 -2.175 1.220
O 2.081 0.620 -3.866
H -1.667 1.433 -2.523
C -0.691 1.149 1.096
N -1.765 3.102 2.596
H 0.502 1.651 3.895
C 0.584 -0.763 -0.472
H -1.275 3.793 1.981
C 0.557 -3.979 2.173
C 1.627 -1.964 -0.274
O 2.383 -2.578 -1.072
C -1.432 1.737 -0.189
B -0.935 1.815 2.560

- Kohn-Sham gap: 8.27 eV
- HOMO energy: -9.961 eV
- SMILES: NB(O)c1ccc(CC(=O)Br)c2c1C(=O)N(N=C=O)C2=O
- LUMO energy: -0.0622 Eh